[1]
A gas-phase ion, H2P4S3 (charge -2) in a non-equilibrium geometry, computed with ωB97M-V with the def2-TZVPD basis set.

The geometry in XYZ format:
```
9
Properties=species:S:1:pos:R:3:forces:R:3
S 3.199350 0.698989 -0.410307 2.07 0.77 -1.79
P 1.593865 0.354867 0.605799 -1.87 -0.64 2.49
P -0.264325 1.577774 0.280012 1.48 0.84 -2.58
P -1.747095 0.321277 -0.651906 2.43 -2.13 -2.48
S -3.442875 0.669904 0.112136 -2.80 0.78 1.58
S -1.028397 -1.933112 0.217900 1.04 1.27 -0.66
P 1.102825 -1.667413 -0.131712 -0.84 -0.39 0.73
H -0.738080 1.274990 1.447727 -1.00 -0.46 3.24
H 1.324730 -1.297272 -1.469647 -0.51 -0.05 -0.53
```
Forces are in eV/Å.

## Properties
SMILES = [S-]P1#[PH]P([S-])#S#[PH]1
Calculated total energy = -69694.7894 eV
Net charge = -2
Energy above the lowest of the compared OMol25 structures with the same formula, charge and spin = 17.45 kcal per mole

---

[2]
A molecular structure, H2P4S3 in a non-equilibrium geometry, computed with ωB97M-V with the def2-TZVPD basis set.

The geometry in XYZ format:
```
9
Properties=species:S:1:pos:R:3:forces:R:3
P 0.971308 -1.129670 -0.398647 -0.50 -1.31 -0.26
P -1.619606 0.800305 0.969397 -0.42 -0.06 0.43
P -0.592588 -1.166491 1.178025 1.55 0.67 0.76
P 0.972162 0.738605 -1.521624 -0.83 -0.23 -0.31
S -2.027031 -2.424703 0.711280 -1.34 -1.02 -0.53
S 2.848553 1.281569 -1.617977 1.24 0.45 -0.26
S -0.274088 2.185580 0.397957 0.14 1.17 0.42
H 1.916770 -0.754994 0.538195 0.59 0.44 0.33
H -2.195480 0.469800 -0.256604 -0.42 -0.11 -0.57
```
Forces are in eV/Å.

## Properties
Calculated total energy = -69693.3105 eV
Spin multiplicity = 3
Net charge = -2
Energy above the lowest of the compared OMol25 structures with the same formula, charge and spin = 0.00 kcal per mole

---

[3]
A single H2S molecule in a non-equilibrium geometry, computed with ωB97M-V with the def2-TZVPD basis set.

The geometry in XYZ format:
```
3
Properties=species:S:1:pos:R:3:forces:R:3
S -0.435518 -0.388719 0.228518 0.56 -0.90 1.71
H -0.375477 0.360764 -0.798794 -0.13 1.17 -1.78
H 0.810995 0.027954 0.570276 -0.43 -0.28 0.07
```
Forces are in eV/Å.

## Properties
SMILES = S
Calculated total energy = -10867.4342 eV
Energy above the lowest of the compared OMol25 structures with the same formula, charge and spin = 1.84 kcal per mole

---

[4]
2 unconnected molecules or ions with the total composition H2S3, computed with ωB97M-V with the def2-TZVPD basis set.

The geometry in XYZ format:
```
5
Properties=species:S:1:pos:R:3:forces:R:3
H -0.649890 0.462016 2.262845 0.03 0.02 -0.07
H 0.167163 -0.427803 0.733666 0.13 0.06 0.52
S 0.495452 0.567585 1.571848 -0.03 0.02 0.12
S -0.154780 -0.647298 -1.417520 -0.11 -0.05 -0.78
S 0.142055 0.045500 -3.150840 -0.02 -0.04 0.21
```
Forces are in eV/Å.

## Properties
Calculated total energy = -32536.3916 eV
Energy above the lowest of the compared OMol25 structures with the same formula, charge and spin = 41.65 kcal per mole

---

- Among the records above, which one has the lowest calculated total energy?
  number 1